[1]
Density functional theory data (ωB97M-V/def2-TZVPD) for 11 unconnected molecules or ions with the total composition C60H127NO8S3 at a distorted geometry.

```
199
C60H127NO8S3, DFT ωB97M-V/def2-TZVPD
C -0.14941 6.00106 4.17191
C -0.70053 4.88476 3.58066
C -2.05092 4.68577 3.80610
C -2.73749 5.51710 4.69192
C -2.06615 6.52123 5.40901
C -0.75623 6.78960 5.08232
N -4.18933 5.27826 4.89404
O -4.85809 4.75658 3.96768
O -4.60857 5.55442 5.98562
H 0.88237 6.24975 3.97194
H -0.17068 4.31480 2.83180
H -2.56958 3.90518 3.26938
H -2.56338 7.13568 6.14495
H -0.31572 7.64734 5.56877
C -3.45226 9.41755 1.81849
C -3.36325 8.22204 0.88147
C -4.75386 7.46605 0.90707
C -4.87068 6.50429 -0.39489
C -6.16961 5.65871 -0.46743
C -5.93199 4.45643 -1.44396
H -2.45867 9.86548 1.83433
H -3.73411 9.06394 2.81026
H -4.22717 10.13532 1.54938
H -3.01130 8.58061 -0.08582
H -2.59316 7.50929 1.17651
H -5.55596 8.18823 1.05932
H -4.84650 6.80236 1.76674
H -4.64585 6.89748 -1.38633
H -4.07897 5.78100 -0.19955
H -6.35502 5.28008 0.53773
H -6.96489 6.28294 -0.87481
H -5.29285 3.68536 -1.01379
H -6.83730 3.95491 -1.78600
H -5.42762 4.72200 -2.37303
C 1.48413 -2.06079 -0.42064
C 0.01699 -1.53385 -0.37844
C -0.12433 -0.10737 0.07616
C -1.41039 0.61037 -0.38958
C -1.85535 1.69697 0.60108
C -2.96177 2.64360 0.05733
H 2.09697 -1.36240 -0.99053
H 1.60824 -3.04357 -0.87545
H 1.84423 -2.05183 0.60813
H -0.44991 -1.77639 -1.33305
H -0.56318 -2.14379 0.31401
H 0.71109 0.46642 -0.32501
H 0.11869 -0.08088 1.13839
H -1.30518 0.93859 -1.42365
H -2.21788 -0.11350 -0.49944
H -2.19874 1.21970 1.51891
H -0.98129 2.27555 0.90003
H -3.86512 2.05391 -0.09863
H -3.08311 3.39021 0.84216
H -2.76253 3.20502 -0.85547
C 0.97247 -8.91980 4.79646
C 0.54854 -7.42100 4.68680
C 0.50681 -6.98209 3.21273
C 0.33595 -5.41011 2.98261
C -0.81707 -4.74624 3.76827
C -0.96455 -3.27713 3.37425
H 0.48934 -9.54249 4.04351
H 0.89735 -9.28870 5.81939
H 2.01129 -9.09258 4.51520
H -0.41079 -7.25460 5.17680
H 1.26851 -6.92475 5.33756
H -0.37634 -7.50142 2.84067
H 1.37452 -7.36209 2.67349
H 1.23724 -4.80928 3.10419
H 0.00300 -5.34257 1.94690
H -1.75841 -5.22531 3.49907
H -0.58341 -4.89882 4.82194
H -1.28198 -3.12607 2.34249
H -1.78489 -2.83295 3.93803
H -0.08415 -2.63948 3.45421
C 2.63076 -5.95354 -2.43994
C 2.56080 -7.33466 -1.75772
C 2.34697 -8.48019 -2.77814
C 1.01864 -8.42325 -3.55885
C 1.00334 -9.47878 -4.66924
C 0.92918 -10.91296 -4.07638
H 2.12505 -5.78459 -3.39063
H 3.67248 -5.75664 -2.69321
H 2.43192 -5.18951 -1.68838
H 3.41207 -7.53671 -1.10764
H 1.69431 -7.40632 -1.10033
H 2.55698 -9.36173 -2.17243
H 3.15682 -8.41670 -3.50493
H 0.19733 -8.67160 -2.88664
H 0.80969 -7.42180 -3.93507
H 0.13925 -9.33262 -5.31738
H 1.81595 -9.22986 -5.35174
H 0.22184 -10.87491 -3.24793
H 0.52047 -11.68522 -4.72804
H 1.83317 -11.32442 -3.62738
C 1.20687 2.80200 -2.53526
C 1.28402 3.30462 -3.97411
C 2.22173 4.55816 -4.08005
C 2.34715 5.01513 -5.51735
C 3.19519 6.31662 -5.74558
C 3.13181 6.83297 -7.27543
H 0.70920 1.83613 -2.44860
H 0.59158 3.54298 -2.02491
H 2.17441 2.73620 -2.03763
H 1.68704 2.42649 -4.47864
H 0.33953 3.59318 -4.43538
H 3.20475 4.27670 -3.70251
H 2.00123 5.34434 -3.35797
H 2.70975 4.21610 -6.16401
H 1.37418 5.18236 -5.97937
H 2.93312 7.18746 -5.14470
H 4.20842 6.08152 -5.41971
H 2.13660 7.18916 -7.54147
H 3.87091 7.60818 -7.47763
H 3.48190 5.99633 -7.88006
C -2.34190 2.16530 -3.46772
C -2.58551 2.90430 -4.82236
C -2.87070 4.37359 -4.64765
C -3.26872 5.08255 -5.92694
C -3.26614 6.63212 -5.85110
C -3.53575 7.36670 -7.13971
H -3.33215 1.88554 -3.10821
H -1.76014 2.76516 -2.76784
H -1.82395 1.22309 -3.64672
H -1.69004 2.77650 -5.43056
H -3.50016 2.52268 -5.27608
H -1.94965 4.81265 -4.26426
H -3.59514 4.49415 -3.84220
H -2.53945 4.79076 -6.68267
H -4.15411 4.64236 -6.38566
H -3.95743 7.00121 -5.09347
H -2.33791 6.94503 -5.37302
H -4.58139 7.43890 -7.43893
H -3.07116 8.35130 -7.08682
H -3.05432 6.84152 -7.96464
C -1.17781 -4.75115 -2.61556
C -2.16015 -5.66264 -1.88220
C -2.57886 -5.08116 -0.50763
C -3.56380 -3.91052 -0.59150
C -4.22422 -3.48278 0.73654
C -5.09931 -2.18411 0.64471
H -0.30379 -4.50283 -2.01345
H -1.59910 -3.78241 -2.88418
H -0.85976 -5.22069 -3.54641
H -3.04351 -5.75047 -2.51470
H -1.76380 -6.67371 -1.78865
H -1.69515 -4.75728 0.04215
H -2.91924 -5.92532 0.09208
H -2.94242 -3.10033 -0.97305
H -4.24059 -4.05921 -1.43289
H -4.59722 -4.34522 1.28895
H -3.42474 -3.15798 1.40245
H -5.19283 -1.70086 1.61725
H -4.77616 -1.52644 -0.16222
H -6.09950 -2.49224 0.34012
C 4.23590 2.66073 1.60390
C 4.01388 1.68597 0.50897
C 4.27890 0.31757 0.90576
S 5.81359 0.47178 1.96461
O 6.99779 0.34789 1.13027
O 5.73168 -0.27705 3.24021
C 5.50502 2.26827 2.38824
H 3.39136 2.76322 2.28533
H 4.27352 3.69071 1.24918
H 4.68673 1.92077 -0.31580
H 2.98012 1.74517 0.16850
H 4.45875 -0.46412 0.16772
H 3.51232 -0.07688 1.57274
H 6.37249 2.87249 2.12269
H 5.27393 2.22645 3.45264
C 2.78041 -0.22892 4.58275
C 2.00635 -0.57893 5.95814
C 0.98824 0.49801 6.38704
S 0.63391 1.44905 4.75483
O 1.25477 2.76251 4.73721
O -0.75854 1.26734 4.29307
C 1.65787 0.30476 3.62501
H 3.23364 -1.06372 4.04815
H 3.52716 0.49685 4.90481
H 2.67047 -0.81365 6.78997
H 1.43157 -1.48045 5.74604
H 1.43867 1.15682 7.12945
H 0.02326 0.10736 6.71000
H 2.01521 0.88850 2.77669
H 0.90630 -0.40231 3.27387
C 6.43349 -4.64472 3.62366
C 6.14363 -5.44139 2.37467
C 4.62786 -5.27562 2.02916
S 4.26733 -3.50274 2.36046
O 3.12077 -3.47291 3.28272
O 4.34726 -2.69211 1.13672
C 5.83124 -3.21721 3.43062
H 7.49793 -4.57625 3.84810
H 6.09634 -5.08832 4.56049
H 6.37675 -6.49463 2.53100
H 6.83681 -5.15242 1.58467
H 3.94832 -5.85415 2.65496
H 4.27916 -5.59187 1.04606
H 5.63621 -2.58277 4.29523
H 6.55235 -2.69142 2.80480
```

Its multiplicity is 2. The calculation puts the calculated total energy at -4212.9564 hartree. The expectation value of S² is 0.77. The gap between HOMO and LUMO (spin up / spin down) is 6.92 / 2.92 eV. Its net charge is +1. Its LUMO energy (spin up / spin down) is -4.8 / -8.8 eV.

---

[2]
Density functional theory data (ωB97M-V/def2-TZVPD) for 8 unconnected molecules or ions with the total composition C60H130N6O8 at a distorted geometry.

```
204
C60H130N6O8, DFT ωB97M-V/def2-TZVPD
C -7.68509 -22.92608 -17.30736
C -7.18957 -21.73239 -16.51792
C -8.30343 -20.72293 -16.11735
O -6.60366 -22.02665 -15.26824
H -7.85666 -22.76723 -18.37200
H -8.65087 -23.20360 -16.88507
H -6.93381 -23.70885 -17.20276
H -6.50826 -21.18796 -17.17178
H -7.94677 -19.78198 -15.69841
H -8.97706 -21.22956 -15.42623
H -8.78366 -20.39289 -17.03853
H -6.28256 -21.19755 -14.90620
C -1.05511 -18.29502 -11.48947
C -1.82884 -18.15445 -12.73277
C -1.27330 -19.22399 -13.73977
O -3.17262 -18.45620 -12.54856
H -0.97667 -19.32682 -11.14693
H -1.53160 -17.67778 -10.72785
H -0.01409 -17.98370 -11.57587
H -1.84846 -17.18736 -13.23521
H -1.27725 -20.23865 -13.34161
H -0.24891 -18.91102 -13.94169
H -1.85451 -19.32378 -14.65645
H -3.60871 -17.81025 -11.98804
C -4.24065 -25.37670 -10.09499
C -3.38267 -26.54922 -10.41361
C -3.47099 -27.66247 -9.33367
C -4.76734 -28.37711 -9.38542
C -5.01328 -29.07939 -10.77667
C -4.89347 -28.05325 -12.03656
N -3.72766 -27.14619 -11.76532
O -3.44098 -26.27092 -12.79264
C -4.68199 -28.86794 -13.37832
C -6.20987 -27.18793 -12.21546
C -1.88921 -26.08908 -10.40308
H -4.32736 -24.69640 -10.94221
H -3.72332 -24.79831 -9.32952
H -5.22276 -25.71918 -9.76902
H -2.75473 -28.45371 -9.55500
H -3.29111 -27.20574 -8.36045
H -5.60865 -27.78977 -9.01756
H -4.77855 -29.20612 -8.67781
H -6.03566 -29.45462 -10.73160
H -4.31739 -29.88013 -11.02700
H -5.49492 -29.58318 -13.50352
H -4.66063 -28.21119 -14.24798
H -3.70853 -29.35179 -13.29856
H -7.05836 -27.86529 -12.31212
H -6.42045 -26.61434 -11.31283
H -6.21978 -26.62723 -13.15014
H -1.75583 -25.15285 -10.94509
H -1.24712 -26.87111 -10.80834
H -1.68401 -25.95457 -9.34104
H -4.07246 -25.58458 -12.56512
C 7.05064 -20.98524 -15.77050
C 7.56637 -21.11267 -14.31930
C 6.55281 -21.91733 -13.39293
C 6.79082 -23.41068 -13.47930
C 8.19806 -23.67485 -13.14025
C 9.19487 -23.13918 -14.11015
N 8.95204 -21.66786 -14.18088
O 9.87164 -20.95136 -14.87471
C 10.59787 -23.44688 -13.57999
C 9.11221 -23.77452 -15.52364
C 7.54007 -19.68328 -13.63463
H 7.59470 -20.36339 -16.48143
H 6.07862 -20.49704 -15.70032
H 6.81854 -21.94892 -16.22387
H 6.69831 -21.58325 -12.36564
H 5.50071 -21.90102 -13.67737
H 6.55404 -23.66438 -14.51258
H 6.24288 -24.13947 -12.88202
H 8.19701 -24.76304 -13.20295
H 8.37290 -23.45074 -12.08796
H 10.64497 -24.51555 -13.37064
H 11.38844 -23.23279 -14.29919
H 10.95952 -22.83705 -12.75209
H 9.34656 -24.83624 -15.60086
H 8.10872 -23.68056 -15.93871
H 9.70009 -23.24272 -16.27176
H 6.49380 -19.38344 -13.57539
H 8.07200 -18.93920 -14.22750
H 7.92109 -19.65978 -12.61366
H 9.57430 -20.85231 -15.78211
C -8.61696 -16.78785 -7.26830
C -8.61309 -17.01092 -8.80643
C -10.09419 -17.25110 -9.14601
C -10.92748 -15.96445 -9.26029
C -10.30792 -14.95911 -10.20935
C -8.81930 -14.54754 -9.89745
N -8.09370 -15.80278 -9.60450
O -6.71859 -15.62913 -9.34480
C -8.33130 -13.84011 -11.23774
C -8.64641 -13.56233 -8.71845
C -7.85673 -18.32660 -9.01625
H -7.61932 -16.64255 -6.85395
H -9.07564 -17.64807 -6.78070
H -9.13559 -15.85544 -7.04526
H -10.15094 -17.70491 -10.13543
H -10.51954 -17.96300 -8.43864
H -10.95285 -15.45761 -8.29562
H -11.97124 -16.15406 -9.51070
H -10.83685 -14.00931 -10.13045
H -10.43752 -15.39292 -11.20087
H -8.53608 -14.52888 -12.05735
H -8.79086 -12.87630 -11.45681
H -7.25089 -13.69733 -11.25886
H -7.61775 -13.26411 -8.51593
H -9.07367 -12.61606 -9.05030
H -9.21709 -13.84539 -7.83397
H -8.03915 -18.80558 -9.97822
H -8.15319 -19.05253 -8.25910
H -6.78506 -18.13048 -8.98240
H -6.69668 -15.27743 -8.45181
C 1.40031 -23.49099 -19.51147
C 0.25779 -24.02605 -20.45133
C -0.96292 -23.12247 -20.23774
C -0.83247 -21.71982 -20.97664
C -0.47194 -21.94716 -22.44682
C 0.79017 -22.87282 -22.76525
N 0.59777 -24.06364 -21.93285
O 1.37864 -25.15515 -22.34261
C 0.74637 -23.18583 -24.33891
C 2.13240 -22.12224 -22.49441
C -0.08151 -25.42247 -19.86712
H 1.19145 -23.41922 -18.44408
H 2.38696 -23.93265 -19.65135
H 1.51606 -22.43866 -19.77092
H -1.68107 -23.69548 -20.82427
H -1.31242 -22.95127 -19.21958
H -1.73851 -21.12503 -20.86088
H 0.02913 -21.19613 -20.56252
H -0.23569 -20.96133 -22.84735
H -1.39390 -22.25213 -22.94188
H 0.07245 -22.53915 -24.90082
H 0.36668 -24.18512 -24.55186
H 1.71798 -23.02887 -24.80736
H 2.19284 -21.39388 -21.68576
H 2.57596 -21.60619 -23.34591
H 2.84217 -22.84475 -22.09154
H -0.81475 -25.93296 -20.49151
H 0.87418 -25.94341 -19.80898
H -0.63523 -25.24919 -18.94437
H 0.71961 -25.70085 -22.77792
C 0.79485 -20.83324 1.02698
C 0.10071 -19.91186 -0.01870
C 1.15579 -18.85962 -0.37269
C 0.97549 -18.01627 -1.67857
C 0.84025 -18.94652 -2.82862
C -0.33755 -19.93773 -2.61563
N -0.24193 -20.69044 -1.31218
O -1.23306 -21.73316 -1.17401
C -1.68265 -19.21703 -2.82421
C -0.16383 -20.91201 -3.78976
C -1.08047 -19.23508 0.61580
H 1.63541 -21.32702 0.53938
H 0.05627 -21.50086 1.47069
H 1.18468 -20.26366 1.87062
H 1.24463 -18.09498 0.39902
H 2.17894 -19.23541 -0.37699
H 1.79740 -17.30400 -1.75090
H 0.07430 -17.40735 -1.60642
H 1.79326 -19.47464 -2.85961
H 0.76347 -18.28386 -3.69065
H -1.94097 -18.46955 -2.07410
H -1.79765 -18.70782 -3.78108
H -2.47703 -19.95791 -2.73399
H -0.88599 -21.72839 -3.77935
H -0.16567 -20.57373 -4.82594
H 0.83063 -21.35367 -3.72576
H -0.91743 -18.83709 1.61736
H -1.89808 -19.92300 0.83118
H -1.48419 -18.38651 0.06352
H -0.68302 -22.50878 -1.30617
C 4.04300 -9.42327 -18.28373
C 4.17511 -10.73828 -19.11646
C 5.56231 -11.31784 -19.00148
C 5.91174 -12.11060 -17.72371
C 4.88807 -13.24209 -17.62040
C 3.42160 -12.75953 -17.60645
N 3.16681 -11.74490 -18.67547
O 1.92662 -11.22992 -18.70830
C 2.55245 -13.94440 -17.90706
C 3.07281 -12.21790 -16.18969
C 3.92987 -10.41312 -20.64071
H 4.69992 -8.65037 -18.68269
H 4.42211 -9.59809 -17.27685
H 3.09079 -8.89643 -18.34556
H 5.73692 -12.00468 -19.82965
H 6.14673 -10.40455 -19.11320
H 5.86585 -11.52514 -16.80544
H 6.94593 -12.44102 -17.62691
H 5.23928 -13.87316 -16.80401
H 5.09957 -13.90197 -18.46178
H 2.46290 -14.08075 -18.98478
H 2.91503 -14.87918 -17.47946
H 1.50599 -13.81219 -17.63221
H 3.55050 -11.24639 -16.06289
H 2.00658 -12.22407 -15.96337
H 3.46087 -12.92273 -15.45434
H 2.99019 -9.87696 -20.77353
H 3.77451 -11.34899 -21.17747
H 4.71120 -9.83991 -21.13978
H 1.52816 -11.78024 -19.38652
```

The relative energy (zero: lowest compared OMol25 entry of this formula, charge and spin) is 4.5547 eV. The calculation puts the calculated total energy at -3294.0821 hartree. The gap between HOMO and LUMO is 8.17 eV. Its net charge is 0. Its LUMO energy is 0.3 eV.